57
Properties=species:S:1:pos:R:3 method="wB97M-V/def2-TZVPD" total_charge=-2 e_homo_ev="-0.260 / -1.079" multiplicity=3 lumo_ev="4.6 / 4.6" s2=2.019 max_force_ev_per_a=0.63
Pt 0.07 0.21 0.77
As -2.13 -1.88 0.19
S 1.29 -1.63 -0.07
S 0.68 2.87 -1.47
O 1.59 3.70 -2.27
O -0.62 2.66 -2.10
O 1.32 1.65 -0.98
N -0.72 0.61 2.43
C -1.30 -0.96 -4.38
C -6.39 -4.11 0.03
C -1.83 -1.55 -1.71
C -1.32 -4.70 0.55
C -0.45 -5.78 0.70
C 1.17 0.82 3.95
C 0.52 -3.15 0.30
C -1.72 -2.57 -2.64
C -4.64 -2.92 -1.13
C -0.22 0.22 3.72
C -1.18 0.75 4.80
C 0.91 -5.54 0.66
C -1.66 -0.23 -2.12
C 0.34 3.82 0.01
C -0.14 -1.31 3.82
C -5.91 -3.49 -1.12
C -5.59 -4.14 1.17
C 1.38 -4.25 0.46
C -4.33 -3.55 1.15
C -1.47 -2.28 -3.98
C -1.39 0.06 -3.45
C -3.82 -2.95 -0.01
C -0.88 -3.40 0.36
H -0.84 0.48 5.81
H -1.69 0.59 -1.41
H 1.84 0.50 3.14
H 0.01 4.81 -0.29
H -1.83 -3.60 -2.32
H 1.12 1.91 3.93
H 0.19 -1.63 4.82
H -5.95 -4.60 2.08
H -1.22 1.10 -3.73
H 1.62 -6.35 0.77
H -1.07 -0.74 -5.42
H -0.43 3.30 0.58
H 2.44 -4.06 0.42
H -3.73 -3.55 2.05
H 1.26 3.87 0.59
H -1.25 1.84 4.73
H -1.11 -1.75 3.61
H -6.52 -3.45 -2.01
H -7.37 -4.56 0.04
H -2.18 0.33 4.64
H 1.59 0.50 4.91
H -1.38 -3.09 -4.70
H -4.29 -2.44 -2.04
H -0.84 -6.78 0.84
H -2.39 -4.91 0.56
H 0.57 -1.69 3.07

=====

90
Properties=species:S:1:pos:R:3 method="wB97M-V/def2-TZVPD" total_charge=+1 e_homo_ev="-10.206 / -10.780" multiplicity=6 lumo_ev="-3.5 / -3.9" s2=8.762 max_force_ev_per_a=0.95
Ru 0.08 -0.64 -0.36
Se 0.18 2.24 -0.41
Se 0.27 -0.25 -2.92
P 1.02 1.73 -2.33
O 6.65 -0.66 4.21
O 0.00 -0.09 1.92
O 4.98 -0.40 5.54
O 2.11 -0.54 0.01
O -0.14 -2.63 0.23
O 0.68 -5.57 0.30
N 5.46 -0.58 4.44
N -0.07 -4.48 -2.09
N -2.88 -0.79 -1.13
N -2.17 -0.25 -0.02
C -3.08 -4.77 -0.02
C 0.98 -6.08 1.59
C 5.09 -0.70 2.00
C 0.86 5.17 -4.44
C -3.07 -3.65 2.08
C 4.56 -0.55 3.29
C -1.88 -3.03 1.79
C -4.86 -1.11 -2.43
C 2.87 -4.52 0.19
C 1.59 -4.78 -0.30
C -1.23 -3.28 0.56
C 1.17 4.20 -3.50
C 3.50 1.22 -3.42
C -0.29 2.65 -4.63
C 4.92 2.13 -1.22
C -3.70 -4.53 1.18
C 0.59 2.94 -3.60
C 2.34 -0.35 2.39
C 4.25 -0.69 0.92
C -4.99 -1.10 0.07
C -4.33 -0.46 -1.15
C 3.22 -0.36 3.49
C 2.10 -3.45 -2.25
C 5.60 1.66 -2.34
C 4.88 1.20 -3.44
C -0.60 3.63 -5.57
C -4.58 1.05 -1.18
C -0.02 4.89 -5.47
C -1.83 -4.20 -0.34
C 0.96 -0.13 2.70
C -1.28 -4.55 -1.59
C 3.74 -3.74 -0.55
C 1.21 -4.21 -1.52
C 3.37 -3.20 -1.77
C 2.85 -0.53 1.07
C 3.54 2.14 -1.19
C 2.83 1.68 -2.30
H 2.85 -0.23 4.49
H -2.44 -0.40 -1.96
H 1.86 4.42 -2.70
H -5.65 1.26 -1.25
H -2.33 0.75 0.12
H -4.34 -0.71 -3.31
H -1.42 -2.34 2.48
H 6.68 1.65 -2.35
H 3.18 -4.94 1.13
H -4.72 -2.19 -2.39
H -0.75 1.67 -4.71
H 4.06 -2.58 -2.33
H -4.09 1.51 -2.05
H -1.29 3.40 -6.37
H -4.64 -4.99 1.42
H -0.02 -4.73 -3.07
H 2.95 0.87 -4.29
H 6.15 -0.83 1.88
H 1.31 6.15 -4.36
H -6.07 -1.01 -0.01
H 4.73 -3.56 -0.15
H 5.48 2.48 -0.36
H -0.26 5.65 -6.20
H 3.00 2.49 -0.32
H -4.72 -2.15 0.14
H -4.69 -0.60 1.00
H 0.74 0.04 3.77
H -3.54 -5.44 -0.74
H 5.41 0.84 -4.32
H 0.10 -6.64 1.90
H 1.78 -3.02 -3.20
H -4.22 1.55 -0.28
H 1.84 -6.75 1.55
H 1.17 -5.27 2.29
H 4.63 -0.79 -0.09
H -5.92 -0.90 -2.55
H -1.99 -4.98 -2.30
H -2.46 -0.74 0.82
H -3.55 -3.45 3.04

=====

87
Properties=species:S:1:pos:R:3 method="wB97M-V/def2-TZVPD" total_charge=-2 e_homo_ev=-0.605 lumo_ev=4.2 max_force_ev_per_a=4.84
Te -1.06 -1.33 -1.60
Si -0.23 -4.35 -2.86
Si -2.76 1.02 -3.67
Mg 0.45 1.20 1.49
O 1.03 3.06 0.80
O 1.81 0.64 2.90
O -0.20 -2.56 2.78
O -1.32 1.36 0.35
O -2.81 -0.27 -0.24
O -0.87 1.58 3.26
O 0.05 -0.90 1.34
O 1.92 -1.04 5.13
N 2.25 0.89 0.25
N 2.66 1.96 -0.45
C -3.44 2.15 -2.30
C 3.16 -0.07 0.52
C -2.68 1.84 -5.32
C -2.21 0.47 0.61
C -1.10 0.35 4.09
C -4.02 -0.35 -3.92
C 4.38 -2.56 2.86
C -1.63 -0.62 3.01
C 1.88 5.60 -0.38
C -1.55 -2.93 -3.08
C -1.06 0.29 -3.02
C 3.50 -2.41 3.90
C 2.48 4.38 -0.73
C 3.48 4.33 -1.75
C 0.46 -4.74 -4.63
C 1.96 3.12 -0.05
C -3.01 1.84 4.25
C 1.40 -2.16 5.91
C 1.25 -3.60 -1.91
C -2.39 1.70 2.80
C 4.15 -1.90 1.65
C 2.68 -1.29 4.01
C 3.84 5.48 -2.41
C 2.59 -0.40 2.93
C 2.28 6.74 -1.00
C 3.27 -0.80 1.72
C -0.78 -5.90 -1.95
C -0.50 -1.45 2.32
C -2.57 0.38 2.14
C -2.16 0.81 5.02
C 3.25 6.69 -2.02
H -4.10 1.65 4.28
H -1.66 2.07 -5.58
H -2.59 -3.19 -2.89
H -3.09 1.12 -6.08
H -1.52 -2.50 -4.07
H 1.02 -3.35 -0.81
H 1.55 -2.64 -2.41
H -3.90 -0.83 -4.86
H -2.81 -0.09 5.37
H 0.97 -1.62 6.75
H -0.99 -5.79 -0.80
H -0.46 -4.90 -5.24
H 4.63 -2.18 0.72
H -1.77 1.24 5.93
H 5.20 -3.28 2.84
H -0.52 -0.12 -3.90
H -3.64 0.08 2.23
H 3.95 3.42 -2.05
H -4.08 -0.99 -3.09
H 2.14 -4.27 -1.91
H -2.94 2.88 4.63
H 0.98 -3.92 -5.06
H -5.00 0.19 -4.01
H 3.85 -0.39 -0.25
H -0.09 0.02 4.42
H 3.36 -3.17 4.65
H 1.08 5.58 0.33
H -1.82 -6.23 -2.28
H -2.49 2.56 2.15
H 1.07 -5.65 -4.61
H -3.74 1.52 -1.45
H -0.49 1.10 -2.48
H 0.56 -2.78 5.47
H -4.29 2.63 -2.76
H -2.69 2.92 -2.11
H -2.24 -1.34 3.55
H -3.22 2.78 -5.29
H 1.83 7.70 -0.72
H 3.59 7.66 -2.49
H 2.14 -2.80 6.44
H 4.53 5.43 -3.20
H -0.16 -6.75 -2.08

=====

106
Properties=species:S:1:pos:R:3 method="wB97M-V/def2-TZVPD" total_charge=+2 e_homo_ev=-12.612 lumo_ev=-7.4 max_force_ev_per_a=0.75
Se -1.41 1.77 -0.82
Se -3.06 3.60 4.88
Ti -0.21 -0.21 0.10
P -1.87 2.79 1.13
P -1.07 2.97 4.97
N -0.01 0.59 3.89
N -0.69 -2.08 0.11
N -0.51 0.60 1.81
N 1.67 -0.63 -0.04
N 0.12 -0.07 2.80
C -0.55 2.16 6.50
C 2.96 -0.24 -0.14
C -3.04 -1.41 2.58
C 1.67 -2.05 0.15
C -3.30 -3.92 -1.72
C 1.38 4.01 4.08
C -0.83 -1.24 -2.63
C 2.86 1.96 0.98
C -2.68 -3.23 0.93
C 0.03 4.68 0.51
C 3.80 -1.36 -0.04
C -5.63 1.78 2.17
C -1.06 1.74 2.32
C -1.19 4.43 1.15
C 3.34 1.21 -0.28
C 0.47 -2.74 0.20
C -0.22 -3.67 -3.00
C -5.75 3.53 0.50
C 0.21 1.07 8.93
C -0.07 6.94 1.32
C -2.79 -3.76 3.42
C -1.35 -2.69 -2.68
C -2.37 -2.77 2.34
C 3.00 -2.48 0.14
C 4.86 1.34 -0.40
C -4.37 3.59 0.46
C -4.08 -4.38 -0.67
C -1.90 -2.81 -0.15
C -3.62 2.75 1.29
C -0.71 1.75 3.65
C -3.78 -4.03 0.64
C 0.82 6.56 5.05
C -1.27 6.68 1.96
C 2.67 1.80 -1.52
C -4.24 1.84 2.14
C 0.58 5.95 0.60
C 2.33 5.01 3.99
C -1.48 2.05 7.53
C -6.38 2.62 1.36
C 0.76 1.73 6.68
C -1.09 1.50 8.75
C 2.06 6.28 4.49
C 0.14 4.28 4.66
C 1.14 1.18 7.89
C -1.84 5.42 1.88
C -0.15 5.56 5.13
C -2.19 -3.13 -1.49
H -6.34 4.18 -0.13
H -1.59 -0.59 -2.17
H 4.87 -1.34 -0.10
H 3.33 1.58 1.88
H -0.64 -0.85 -3.62
H 2.96 2.85 -1.63
H -6.12 1.10 2.84
H -1.77 7.45 2.53
H -2.49 2.39 7.38
H -2.37 -4.76 3.25
H -1.12 5.77 5.57
H -1.81 1.42 9.55
H 3.30 4.80 3.55
H 0.55 -3.66 -2.23
H 3.12 3.02 0.88
H 1.49 1.82 5.89
H 0.51 0.65 9.88
H -3.89 4.30 -0.20
H 1.52 6.17 0.10
H 3.32 -3.51 0.23
H -4.94 -5.00 -0.87
H -2.73 -0.98 3.53
H -4.12 -1.53 2.58
H -4.40 -4.40 1.44
H -7.46 2.58 1.40
H 5.12 2.40 -0.49
H 0.16 -1.18 -2.13
H -2.81 -0.70 1.78
H -2.44 -3.41 4.39
H 0.45 -3.82 0.31
H -3.88 -3.86 3.48
H 0.60 7.54 5.43
H 0.53 3.91 -0.07
H -1.29 -2.64 2.43
H 2.98 1.28 -2.43
H 2.81 7.06 4.43
H 2.16 0.85 8.04
H 5.37 0.96 0.48
H 1.78 1.90 1.10
H -0.60 -4.69 -3.08
H -2.04 -2.70 -3.52
H 0.36 7.93 1.38
H 1.58 1.77 -1.46
H 5.24 0.83 -1.28
H 0.26 -3.41 -3.95
H -3.66 1.21 2.79
H -3.56 -4.19 -2.74
H -2.77 5.20 2.39
H 1.61 3.02 3.70

=====

15
Properties=species:S:1:pos:R:3 method="wB97M-V/def2-TZVPD" e_homo_ev=-8.893 lumo_ev=1.0 max_force_ev_per_a=1.26
O -3.18 -0.31 0.78
N -0.80 1.04 -0.32
C 1.33 0.38 0.59
C -0.06 -1.22 -0.76
C 2.52 0.45 0.00
C 0.12 -0.03 -0.19
H -1.19 1.13 -1.24
H -0.36 1.91 -0.06
H -2.92 -1.20 1.06
H -0.99 -1.48 -1.24
H 3.36 0.92 0.49
H 2.68 -0.13 -0.90
H 1.16 0.39 1.66
H 0.66 -2.01 -0.58
H -2.34 0.16 0.72

=====

10
Properties=species:S:1:pos:R:3 method="wB97M-V/def2-TZVPD" e_homo_ev=-8.528 lumo_ev=0.5 max_force_ev_per_a=4.83
O -0.57 1.87 3.01
O 0.16 0.18 0.28
O 1.76 -0.18 -1.12
N -1.48 1.30 2.46
N -0.26 -1.21 -1.43
C 0.52 -0.32 -0.76
H -0.03 -1.57 -2.38
H -0.96 -1.62 -0.84
H 2.01 0.51 -0.60
H -1.16 1.04 1.38

=====

Copy entry 4 word for word.
106
Properties=species:S:1:pos:R:3 method="wB97M-V/def2-TZVPD" total_charge=+2 e_homo_ev=-12.612 lumo_ev=-7.4 max_force_ev_per_a=0.75
Se -1.41 1.77 -0.82
Se -3.06 3.60 4.88
Ti -0.21 -0.21 0.10
P -1.87 2.79 1.13
P -1.07 2.97 4.97
N -0.01 0.59 3.89
N -0.69 -2.08 0.11
N -0.51 0.60 1.81
N 1.67 -0.63 -0.04
N 0.12 -0.07 2.80
C -0.55 2.16 6.50
C 2.96 -0.24 -0.14
C -3.04 -1.41 2.58
C 1.67 -2.05 0.15
C -3.30 -3.92 -1.72
C 1.38 4.01 4.08
C -0.83 -1.24 -2.63
C 2.86 1.96 0.98
C -2.68 -3.23 0.93
C 0.03 4.68 0.51
C 3.80 -1.36 -0.04
C -5.63 1.78 2.17
C -1.06 1.74 2.32
C -1.19 4.43 1.15
C 3.34 1.21 -0.28
C 0.47 -2.74 0.20
C -0.22 -3.67 -3.00
C -5.75 3.53 0.50
C 0.21 1.07 8.93
C -0.07 6.94 1.32
C -2.79 -3.76 3.42
C -1.35 -2.69 -2.68
C -2.37 -2.77 2.34
C 3.00 -2.48 0.14
C 4.86 1.34 -0.40
C -4.37 3.59 0.46
C -4.08 -4.38 -0.67
C -1.90 -2.81 -0.15
C -3.62 2.75 1.29
C -0.71 1.75 3.65
C -3.78 -4.03 0.64
C 0.82 6.56 5.05
C -1.27 6.68 1.96
C 2.67 1.80 -1.52
C -4.24 1.84 2.14
C 0.58 5.95 0.60
C 2.33 5.01 3.99
C -1.48 2.05 7.53
C -6.38 2.62 1.36
C 0.76 1.73 6.68
C -1.09 1.50 8.75
C 2.06 6.28 4.49
C 0.14 4.28 4.66
C 1.14 1.18 7.89
C -1.84 5.42 1.88
C -0.15 5.56 5.13
C -2.19 -3.13 -1.49
H -6.34 4.18 -0.13
H -1.59 -0.59 -2.17
H 4.87 -1.34 -0.10
H 3.33 1.58 1.88
H -0.64 -0.85 -3.62
H 2.96 2.85 -1.63
H -6.12 1.10 2.84
H -1.77 7.45 2.53
H -2.49 2.39 7.38
H -2.37 -4.76 3.25
H -1.12 5.77 5.57
H -1.81 1.42 9.55
H 3.30 4.80 3.55
H 0.55 -3.66 -2.23
H 3.12 3.02 0.88
H 1.49 1.82 5.89
H 0.51 0.65 9.88
H -3.89 4.30 -0.20
H 1.52 6.17 0.10
H 3.32 -3.51 0.23
H -4.94 -5.00 -0.87
H -2.73 -0.98 3.53
H -4.12 -1.53 2.58
H -4.40 -4.40 1.44
H -7.46 2.58 1.40
H 5.12 2.40 -0.49
H 0.16 -1.18 -2.13
H -2.81 -0.70 1.78
H -2.44 -3.41 4.39
H 0.45 -3.82 0.31
H -3.88 -3.86 3.48
H 0.60 7.54 5.43
H 0.53 3.91 -0.07
H -1.29 -2.64 2.43
H 2.98 1.28 -2.43
H 2.81 7.06 4.43
H 2.16 0.85 8.04
H 5.37 0.96 0.48
H 1.78 1.90 1.10
H -0.60 -4.69 -3.08
H -2.04 -2.70 -3.52
H 0.36 7.93 1.38
H 1.58 1.77 -1.46
H 5.24 0.83 -1.28
H 0.26 -3.41 -3.95
H -3.66 1.21 2.79
H -3.56 -4.19 -2.74
H -2.77 5.20 2.39
H 1.61 3.02 3.70

=====

Please write out number 4 again, unchanged.
106
Properties=species:S:1:pos:R:3 method="wB97M-V/def2-TZVPD" total_charge=+2 e_homo_ev=-12.612 lumo_ev=-7.4 max_force_ev_per_a=0.75
Se -1.41 1.77 -0.82
Se -3.06 3.60 4.88
Ti -0.21 -0.21 0.10
P -1.87 2.79 1.13
P -1.07 2.97 4.97
N -0.01 0.59 3.89
N -0.69 -2.08 0.11
N -0.51 0.60 1.81
N 1.67 -0.63 -0.04
N 0.12 -0.07 2.80
C -0.55 2.16 6.50
C 2.96 -0.24 -0.14
C -3.04 -1.41 2.58
C 1.67 -2.05 0.15
C -3.30 -3.92 -1.72
C 1.38 4.01 4.08
C -0.83 -1.24 -2.63
C 2.86 1.96 0.98
C -2.68 -3.23 0.93
C 0.03 4.68 0.51
C 3.80 -1.36 -0.04
C -5.63 1.78 2.17
C -1.06 1.74 2.32
C -1.19 4.43 1.15
C 3.34 1.21 -0.28
C 0.47 -2.74 0.20
C -0.22 -3.67 -3.00
C -5.75 3.53 0.50
C 0.21 1.07 8.93
C -0.07 6.94 1.32
C -2.79 -3.76 3.42
C -1.35 -2.69 -2.68
C -2.37 -2.77 2.34
C 3.00 -2.48 0.14
C 4.86 1.34 -0.40
C -4.37 3.59 0.46
C -4.08 -4.38 -0.67
C -1.90 -2.81 -0.15
C -3.62 2.75 1.29
C -0.71 1.75 3.65
C -3.78 -4.03 0.64
C 0.82 6.56 5.05
C -1.27 6.68 1.96
C 2.67 1.80 -1.52
C -4.24 1.84 2.14
C 0.58 5.95 0.60
C 2.33 5.01 3.99
C -1.48 2.05 7.53
C -6.38 2.62 1.36
C 0.76 1.73 6.68
C -1.09 1.50 8.75
C 2.06 6.28 4.49
C 0.14 4.28 4.66
C 1.14 1.18 7.89
C -1.84 5.42 1.88
C -0.15 5.56 5.13
C -2.19 -3.13 -1.49
H -6.34 4.18 -0.13
H -1.59 -0.59 -2.17
H 4.87 -1.34 -0.10
H 3.33 1.58 1.88
H -0.64 -0.85 -3.62
H 2.96 2.85 -1.63
H -6.12 1.10 2.84
H -1.77 7.45 2.53
H -2.49 2.39 7.38
H -2.37 -4.76 3.25
H -1.12 5.77 5.57
H -1.81 1.42 9.55
H 3.30 4.80 3.55
H 0.55 -3.66 -2.23
H 3.12 3.02 0.88
H 1.49 1.82 5.89
H 0.51 0.65 9.88
H -3.89 4.30 -0.20
H 1.52 6.17 0.10
H 3.32 -3.51 0.23
H -4.94 -5.00 -0.87
H -2.73 -0.98 3.53
H -4.12 -1.53 2.58
H -4.40 -4.40 1.44
H -7.46 2.58 1.40
H 5.12 2.40 -0.49
H 0.16 -1.18 -2.13
H -2.81 -0.70 1.78
H -2.44 -3.41 4.39
H 0.45 -3.82 0.31
H -3.88 -3.86 3.48
H 0.60 7.54 5.43
H 0.53 3.91 -0.07
H -1.29 -2.64 2.43
H 2.98 1.28 -2.43
H 2.81 7.06 4.43
H 2.16 0.85 8.04
H 5.37 0.96 0.48
H 1.78 1.90 1.10
H -0.60 -4.69 -3.08
H -2.04 -2.70 -3.52
H 0.36 7.93 1.38
H 1.58 1.77 -1.46
H 5.24 0.83 -1.28
H 0.26 -3.41 -3.95
H -3.66 1.21 2.79
H -3.56 -4.19 -2.74
H -2.77 5.20 2.39
H 1.61 3.02 3.70